The following is a DFT calculation (ωB97M-V/def2-TZVPD) of C56H137CrN9O21 as an isolated structure at a distorted geometry.

The highest occupied orbital energy (alpha / beta) is -6.769 / -8.319 eV. Its multiplicity is 5. Its total energy is -5332.75538 a.u. For the gap between HOMO and LUMO (alpha / beta), the calculation gives 7.193 / 8.743 eV.

Last column: Löwdin spin population.
Element x y z (Å)
Cr: 3.01026 1.51381 -1.46604  3.755
C: 7.09854 1.23304 -1.02419  0.002
C: 5.60050 1.56019 -1.16249  0.015
O: 4.83760 1.48417 -0.17166  0.041
O: 5.09323 1.80865 -2.27215  0.017
H: 7.72730 1.98845 -1.49549  0.000
H: 7.37457 0.23411 -1.36191  0.000
H: 7.42474 1.39231 0.00359  0.001
C: -0.34704 0.10158 0.56232  0.002
C: 0.85217 0.64843 -0.17005  0.016
O: 1.96914 0.14810 -0.02370  0.034
O: 0.81083 1.62425 -0.94741  0.021
H: -0.16461 -0.73525 1.23652  0.001
H: -1.01348 -0.33886 -0.17929  0.000
H: -0.91914 0.88387 1.06113  0.001
C: 2.10071 4.31295 0.94752  0.002
C: 2.82140 4.80284 -0.26864  0.002
C: 4.33039 5.14221 0.06118  0.000
O: 4.48854 6.42383 0.63834  0.000
C: 5.73154 6.77107 1.29209  0.000
N: 2.70477 3.77085 -1.28240  0.006
H: 2.52035 3.39244 1.35330  0.001
H: 1.02556 4.29667 0.76891  0.000
H: 2.33981 4.97505 1.77972  0.000
H: 2.37854 5.69255 -0.71630  0.000
H: 4.98232 5.05689 -0.80821  0.000
H: 4.79202 4.34634 0.64565  0.000
H: 6.51275 6.67252 0.53837  0.000
H: 5.99219 6.19696 2.18122  0.000
H: 5.68278 7.80446 1.63536  0.000
H: 2.88968 4.24829 -2.15301  0.001
H: 1.71962 3.54874 -1.26686  0.002
C: -7.80910 3.47812 -0.31862  0.000
O: -7.93023 2.23496 -0.99823  0.000
C: -8.72451 2.28433 -2.15153  0.000
C: -8.82400 0.82114 -2.69451  0.000
N: -7.66683 0.55535 -3.56761  0.000
C: -7.51731 -0.90681 -3.92557  0.000
C: -6.80139 -1.66690 -2.78866  0.000
O: -5.41077 -1.28615 -2.56514  0.000
C: -4.67894 -2.15461 -1.62379  0.000
H: -7.15397 4.21978 -0.77560  0.000
H: -7.41821 3.20048 0.66027  0.000
H: -8.79207 3.93906 -0.22165  0.000
H: -8.26572 2.99579 -2.83814  0.000
H: -9.72263 2.62539 -1.87667  0.000
H: -9.76229 0.69123 -3.23380  0.000
H: -8.91018 0.03720 -1.94211  0.000
H: -6.85153 0.87068 -3.06169  0.000
H: -6.92604 -0.91213 -4.84125  0.000
H: -8.53513 -1.26252 -4.08559  0.000
H: -6.63623 -2.72406 -2.99662  0.000
H: -7.39483 -1.53985 -1.88325  0.000
H: -5.06803 -3.15867 -1.79276  0.000
H: -4.95752 -1.76645 -0.64408  0.000
H: -3.60387 -2.15247 -1.80356  0.000
C: 0.88278 -3.98551 4.62403  0.000
O: 0.52270 -3.08081 5.66006  0.000
C: -0.36256 -2.03948 5.26940  0.000
C: 0.21233 -1.02214 4.23643  0.000
N: 1.49916 -0.63531 4.73310  0.000
C: 2.08864 0.19209 3.69990  0.000
C: 3.49431 0.82606 4.14194  0.000
O: 4.55685 -0.14724 4.09413  0.000
C: 4.96450 -0.57484 2.79592  0.000
H: 1.53428 -4.72897 5.08328  0.000
H: 1.39451 -3.58834 3.74739  0.000
H: -0.02523 -4.48519 4.28648  0.000
H: -0.69223 -1.41780 6.10183  0.000
H: -1.26820 -2.44223 4.81585  0.000
H: -0.46946 -0.18947 4.06338  0.000
H: 0.35185 -1.57095 3.30506  0.000
H: 2.07784 -1.45626 4.83925  0.000
H: 1.48465 1.04871 3.40074  0.000
H: 2.26373 -0.39356 2.79743  0.000
H: 3.32828 1.15218 5.16867  0.000
H: 3.74110 1.68675 3.52032  0.000
H: 4.99671 0.28931 2.13238  0.000
H: 4.27682 -1.32355 2.40268  0.000
H: 5.94462 -1.04872 2.74186  0.000
C: 3.43261 -8.00996 1.96376  0.000
O: 4.42115 -7.03149 1.61476  0.000
C: 3.98915 -5.92686 0.81513  0.000
C: 4.09872 -4.51681 1.54339  0.000
N: 5.37969 -4.28344 2.20237  0.000
C: 6.50094 -4.25963 1.24848  0.000
C: 7.80596 -3.85192 2.05009  0.000
O: 8.16593 -4.76510 3.06211  0.000
C: 9.03962 -5.79527 2.57990  0.000
H: 2.53356 -7.53555 2.35713  0.000
H: 3.94680 -8.56884 2.74566  0.000
H: 3.15114 -8.67950 1.15100  0.000
H: 2.98685 -6.03494 0.40063  0.000
H: 4.58176 -5.99362 -0.09727  0.000
H: 3.22907 -4.50026 2.20031  0.000
H: 3.88279 -3.63229 0.94413  0.000
H: 5.60313 -5.09931 2.75422  0.000
H: 6.25851 -3.50407 0.50120  0.000
H: 6.73737 -5.18222 0.71833  0.000
H: 7.60118 -2.84989 2.42705  0.000
H: 8.58408 -3.67974 1.30647  0.000
H: 9.99197 -5.36773 2.26629  0.000
H: 8.53402 -6.40610 1.83202  0.000
H: 9.20988 -6.35846 3.49746  0.000
C: 0.29912 3.21968 5.69031  0.000
O: -0.71437 3.90692 5.00028  0.000
C: -0.56982 3.87121 3.61701  0.000
C: -1.81038 4.72063 3.02422  0.000
N: -1.84762 5.06061 1.58342  0.000
C: -1.91918 3.88338 0.77732  0.000
C: -3.38859 3.37067 0.76881  0.000
O: -3.46963 2.02930 0.18227  0.000
C: -4.79455 1.67975 -0.02226  0.000
H: 0.09779 3.39581 6.74698  0.000
H: 1.32359 3.54590 5.51110  0.000
H: 0.15729 2.13919 5.66758  0.000
H: -0.67507 2.85838 3.22815  0.000
H: 0.36306 4.39781 3.41577  0.000
H: -1.71736 5.68759 3.51861  0.000
H: -2.72311 4.26372 3.40667  0.000
H: -1.13549 5.72874 1.32540  0.000
H: -1.26024 3.08931 1.12853  0.000
H: -1.59163 4.16439 -0.22360  0.000
H: -4.02620 4.02579 0.17520  0.000
H: -3.77142 3.26548 1.78393  0.000
H: -5.23134 2.17569 -0.88906  0.000
H: -5.47917 1.73021 0.82442  0.000
H: -4.81045 0.60303 -0.19109  0.000
C: -3.44522 -4.61802 0.82463  0.000
O: -4.00956 -3.38308 1.30200  0.000
C: -3.00183 -2.37634 1.39059  0.000
C: -3.59501 -1.04817 2.01609  0.000
N: -4.06082 -1.13211 3.40132  0.000
C: -4.63667 0.10734 4.03903  0.000
C: -3.59117 1.25291 4.26236  0.000
O: -3.97587 2.27327 5.15625  0.000
C: -5.07064 3.08658 4.71926  0.000
H: -4.26795 -5.29104 0.58325  0.000
H: -2.83238 -5.10057 1.58600  0.000
H: -2.95029 -4.54204 -0.14355  0.000
H: -2.58415 -2.14250 0.41133  0.000
H: -2.12252 -2.65795 1.96993  0.000
H: -4.42458 -0.72917 1.38511  0.000
H: -2.92308 -0.19361 1.93640  0.000
H: -4.76629 -1.85469 3.41820  0.000
H: -5.03139 -0.36129 4.94051  0.000
H: -5.49635 0.40686 3.43960  0.000
H: -3.28149 1.72583 3.33039  0.000
H: -2.69803 0.77914 4.66972  0.000
H: -4.93016 4.09697 5.10328  0.000
H: -5.99890 2.75041 5.18123  0.000
H: -5.09530 3.00508 3.63259  0.000
C: -3.22848 3.88172 -7.49892  0.000
O: -2.35546 3.43693 -6.50142  0.000
C: -1.61389 4.47418 -5.80232  0.000
C: -0.51423 4.04374 -4.75107  0.000
N: -0.69708 2.72000 -4.29969  0.000
C: -1.65518 2.65848 -3.20146  0.000
C: -1.95921 1.17516 -2.90778  0.000
O: -2.45377 0.48391 -4.04746  0.000
C: -3.78713 0.88063 -4.44961  0.000
H: -3.58125 3.07765 -8.14478  0.000
H: -2.72331 4.64727 -8.08786  0.000
H: -4.08666 4.16841 -6.89111  0.000
H: -2.31829 5.19981 -5.39565  0.000
H: -1.12218 5.14967 -6.50233  0.000
H: -0.37348 4.71309 -3.90239  0.000
H: 0.46761 4.03554 -5.22438  0.000
H: -1.09499 2.27634 -5.11512  0.000
H: -2.60127 3.18853 -3.31137  0.000
H: -1.10946 3.03905 -2.33808  0.000
H: -2.65075 0.97969 -2.08824  0.000
H: -1.04765 0.69401 -2.55328  0.000
H: -3.89849 1.83425 -4.96566  0.000
H: -4.46796 0.87638 -3.59840  0.000
H: -4.17258 0.06944 -5.06727  0.000
C: -0.40815 -2.63543 -2.65434  0.000
O: -0.48363 -3.50809 -1.56802  0.000
C: 0.59246 -3.32224 -0.65644  0.000
C: 0.41545 -4.09364 0.69214  0.000
N: 0.64283 -5.49475 0.73175  0.000
C: -0.18251 -6.27344 -0.20850  0.000
C: 0.03016 -7.78449 0.04630  0.000
O: -0.69460 -8.10178 1.24362  0.000
C: -0.36513 -9.34810 1.72955  0.000
H: 0.58284 -2.55259 -3.10062  0.000
H: -0.73442 -1.64444 -2.33875  0.000
H: -1.11492 -2.89765 -3.44163  0.000
H: 0.79823 -2.26198 -0.50948  0.000
H: 1.48776 -3.57604 -1.22399  0.000
H: -0.57781 -3.86168 1.07651  0.000
H: 1.14165 -3.72531 1.41675  0.000
H: 0.15655 -5.70118 1.59258  0.000
H: 0.11439 -6.06242 -1.23583  0.000
H: -1.25515 -6.07968 -0.20548  0.000
H: 1.09459 -8.01770 0.07300  0.000
H: -0.40601 -8.33650 -0.78625  0.000
H: -0.74712 -9.29573 2.74908  0.000
H: 0.69772 -9.58785 1.69877  0.000
H: -0.92355 -10.16049 1.26448  0.000
C: 4.11319 -1.29033 -2.15483  0.005
O: 3.09380 -0.28959 -2.51814  0.023
C: 2.89805 -0.24162 -3.92619  0.002
C: 1.84502 0.78482 -4.20416  0.003
N: 2.28385 2.14080 -3.70098  0.035
C: 3.16495 2.80382 -4.72721  0.005
C: 3.54831 4.18482 -4.24375  0.000
O: 2.41933 4.99656 -3.94341  0.000
C: 2.80635 6.25819 -3.51715  0.000
H: 4.97436 -1.20623 -2.81771  0.000
H: 3.65748 -2.26860 -2.30785  0.000
H: 4.49034 -1.26586 -1.13246  0.000
H: 2.59965 -1.18444 -4.38464  0.000
H: 3.84436 0.00139 -4.40944  0.000
H: 0.91307 0.43516 -3.75996  0.000
H: 1.72037 0.65704 -5.27944  0.001
H: 1.42264 2.66776 -3.72829  0.001
H: 2.65894 2.96586 -5.67894  0.001
H: 4.00012 2.13998 -4.95064  0.000
H: 4.02163 4.76692 -5.03446  0.000
H: 4.23981 4.11824 -3.40380  0.000
H: 3.58827 6.29881 -2.75884  0.000
H: 1.89868 6.70420 -3.11055  0.000
H: 2.99527 6.91848 -4.36357  0.000